--- a ---
C4H9NO2 in the gas phase. Source: OMol25; level of theory: the ωB97M-V functional and the def2-TZVPD basis.

SMILES string: NC(=O)CCCO
HOMO-LUMO gap: 10.559 eV
HOMO energy: -0.3581 Ha

Last column: Löwdin charge in e.
Positions of all 16 atoms, in Å:
N1 2.16560 -0.31128 1.67372  0.153
C1 1.13021 -1.02342 1.12603  -0.545
O1 0.70688 -2.03369 1.66187  0.044
C2 0.53290 -0.50447 -0.17358  -0.126
C3 -0.94600 -0.13451 0.00473  -0.178
C4 -1.50273 0.60148 -1.21111  -0.282
O2 -0.94997 1.90393 -1.22898  -0.074
H1 2.42803 -0.58190 2.61144  0.106
H2 2.40701 0.62613 1.38779  0.099
H3 1.06413 0.34444 -0.60688  0.108
H4 0.60693 -1.29851 -0.92364  0.125
H5 -1.49849 -1.06367 0.10615  0.114
H6 -1.08335 0.44267 0.93740  0.130
H7 -1.23817 0.04385 -2.12860  0.120
H8 -2.60484 0.63734 -1.19454  0.116
H9 -1.21815 2.35162 -2.04180  0.089

--- b ---
3 unconnected molecules or ions with the total composition C4H9NO2. Source: OMol25; level of theory: the ωB97M-V functional and the def2-TZVPD basis.

SMILES string: C=CC(N)=O.[H][H].C=O
HOMO-LUMO gap: 9.876 eV
HOMO energy: -0.3581 Ha

Last column: Löwdin charge in e.
Positions of all 16 atoms, in Å:
N1 0.98610 0.48223 1.51249  0.166
C1 1.21037 -0.81098 1.12038  -0.567
O1 2.15794 -1.47449 1.50425  0.044
C2 0.17345 -1.41588 0.22188  -0.110
C3 -1.13249 -1.19051 0.34324  -0.006
C4 -1.45098 1.48510 -1.10789  -0.141
O2 -0.40114 1.98435 -0.78107  -0.068
H1 1.73983 0.89551 2.04459  0.111
H2 0.47899 1.11221 0.90110  0.057
H3 1.68589 0.09752 -1.86887  0.059
H4 0.56033 -2.14464 -0.48670  0.108
H5 -1.85740 -1.70823 -0.28086  0.067
H6 -1.51299 -0.50848 1.10133  0.069
H7 -1.62480 1.09560 -2.12639  0.093
H8 -2.29820 1.39593 -0.40450  0.085
H9 1.28511 0.70477 -1.69297  0.033

The most stable arrangement is a, and the next structure is 53.1 kcal/mol less stable.

--- a ---
3 unconnected molecules or ions with the total composition C4H9NO2. Source: OMol25; level of theory: the ωB97M-V functional and the def2-TZVPD basis.

SMILES string: c1cc[nH]c1.O.O
HOMO-LUMO gap: 9.128 eV
HOMO energy: -0.3152 Ha

Last column: Löwdin charge in e.
Positions of all 16 atoms, in Å:
C1 -0.91633 -1.63558 0.78487  -0.056
C2 -0.17394 -0.66457 1.51303  -0.128
N1 0.66896 0.02374 0.66267  -0.032
C3 0.48816 -0.45227 -0.65193  -0.153
C4 -0.39831 -1.52196 -0.61502  -0.092
H1 -1.44975 -2.46782 1.06548  0.051
H2 -0.36982 -0.55970 2.58486  0.108
H3 1.58034 0.27222 1.07657  0.129
H4 1.28588 -0.17449 -1.37076  0.111
H5 -0.59989 -2.11503 -1.44122  0.060
H6 3.17327 1.91799 -0.38025  0.102
H7 1.74605 2.43181 0.02013  0.030
O1 2.53315 2.05645 0.41218  -0.094
H8 -1.78052 0.98509 -1.02744  0.002
H9 -3.11068 0.57690 -1.49996  0.012
O2 -2.67656 1.32721 -1.13321  -0.051

--- b ---
C4H9NO2 in the gas phase. Source: OMol25; level of theory: the ωB97M-V functional and the def2-TZVPD basis.

SMILES string: NC(=O)CCCO
HOMO-LUMO gap: 10.620 eV
HOMO energy: -0.3587 Ha

Last column: Löwdin charge in e.
Positions of all 16 atoms, in Å:
N1 2.22904 -0.51672 1.85130  0.159
C1 1.23971 -1.06445 1.09031  -0.552
O1 0.75281 -2.15111 1.35432  0.039
C2 0.74422 -0.23444 -0.08410  -0.119
C3 -0.74281 0.05732 0.13740  -0.187
C4 -1.47599 0.49017 -1.11587  -0.284
O2 -0.85005 1.64977 -1.63517  -0.070
H1 2.46444 -0.98605 2.71297  0.108
H2 2.55539 0.42418 1.71230  0.096
H3 1.31314 0.69103 -0.22529  0.111
H4 0.86714 -0.83898 -0.99069  0.129
H5 -1.20782 -0.85918 0.51766  0.118
H6 -0.85103 0.82891 0.91072  0.125
H7 -1.45772 -0.33414 -1.84867  0.121
H8 -2.52862 0.69100 -0.86330  0.117
H9 -1.30060 1.89120 -2.45310  0.088

The most stable arrangement is b, and the next structure is 38.0 kcal/mol less stable.